Entry 1:
# C22H22N3O3S3SbW

A structure of composition C22H22N3O3S3SbW (wB97M-V/def2-TZVPD, the Open Molecules 2025 dataset).

Results
- F_max (eV/Å) = 0.9
- HOMO level (alpha / beta) (eV) = -10.850 / -11.341
- <S²> = 0.7615
- HOMO-LUMO gap (alpha / beta) (eV) = 6.391 / 7.134
- net charge = +1
- multiplicity = 2

Structure (XYZ):
```
55
Properties=species:S:1:pos:R:3:forces:R:3
W 0.167703 0.270767 0.689231 -0.705 0.162 -0.517
S 3.074984 -2.989707 2.573677 -0.095 0.302 -0.137
Sb 2.989767 -0.943380 1.809635 0.211 -0.431 0.221
S 1.363985 -1.153684 -0.421637 0.378 -0.259 -0.237
S 0.502116 0.060488 2.807929 0.285 0.148 0.465
C -1.494550 3.939537 -3.595050 0.028 -0.041 -0.073
O -2.670193 4.193671 -2.822819 0.005 -0.001 0.046
C -2.618125 5.198594 -1.902030 -0.055 0.052 0.003
C -3.605859 6.177859 -1.955433 0.024 -0.048 -0.048
C -3.629605 7.203372 -1.029314 0.004 0.004 0.006
C -2.668656 7.266109 -0.026955 0.003 0.017 0.022
C -1.704758 6.279945 0.054770 0.003 -0.028 0.005
C -1.680098 5.239812 -0.869469 -0.006 0.048 -0.005
N -0.676438 4.233079 -0.740720 0.061 -0.065 0.031
C -0.912682 2.948917 -0.428460 -0.284 0.093 -0.141
N -2.176788 2.536612 -0.369178 0.054 0.076 -0.066
C -2.652843 1.236774 -0.148235 0.033 -0.099 -0.023
C -1.854021 0.166770 0.263226 -0.290 -0.010 -0.044
C -2.484646 -1.077734 0.432283 0.008 -0.141 0.046
C -3.834654 -1.247674 0.197894 0.060 0.002 0.016
C -4.609789 -0.167130 -0.205443 -0.013 0.132 0.016
C -4.028352 1.076930 -0.369041 0.045 -0.027 -0.034
O -4.695080 2.190962 -0.795812 0.059 -0.023 0.076
C -5.993447 2.417392 -0.244395 -0.060 0.008 -0.012
N 0.103291 2.105780 -0.220219 0.011 -0.034 0.397
C 1.431641 2.637731 -0.129381 0.270 0.072 -0.086
C 2.352469 2.411957 -1.146200 -0.031 0.063 0.083
C 3.667483 2.822722 -0.996372 0.002 0.007 0.000
C 4.055908 3.452020 0.178546 -0.024 -0.029 -0.046
C 3.146138 3.689665 1.200198 0.008 0.036 0.084
C 1.823216 3.294005 1.050598 -0.182 -0.014 -0.012
O 0.835733 3.484272 1.959068 0.195 0.016 -0.042
C 1.217134 3.939703 3.255289 -0.051 0.029 0.049
H -1.837610 3.588075 -4.564865 0.014 0.009 0.003
H -0.873634 3.166650 -3.137247 -0.018 0.016 -0.012
H -0.909510 4.851250 -3.725490 -0.007 -0.003 0.009
H -4.333708 6.118036 -2.753195 -0.007 0.003 -0.003
H -4.394646 7.964904 -1.094854 -0.004 0.002 0.000
H -2.681321 8.072037 0.693200 0.006 0.000 0.003
H -0.964035 6.288952 0.844983 0.000 0.012 0.008
H 0.286814 4.530649 -0.682658 -0.002 -0.012 -0.007
H -2.901664 3.181684 -0.665697 0.049 0.025 0.034
H -1.894814 -1.927502 0.756021 -0.022 0.000 -0.005
H -4.291487 -2.218920 0.326251 -0.004 -0.004 0.000
H -5.665151 -0.293746 -0.402674 -0.001 -0.025 0.022
H -6.693020 1.628205 -0.516658 0.010 0.002 -0.042
H -6.337744 3.355933 -0.668772 -0.002 -0.002 0.018
H -5.935215 2.497518 0.842864 -0.001 -0.017 -0.012
H 2.022532 1.890382 -2.035957 0.016 -0.007 -0.006
H 4.384752 2.646668 -1.785330 0.001 -0.003 -0.005
H 5.082437 3.767313 0.307260 0.008 0.001 -0.001
H 3.470911 4.180432 2.106193 0.008 0.008 -0.010
H 0.306589 3.945964 3.846883 0.017 -0.010 0.000
H 1.629918 4.949345 3.213921 -0.002 -0.006 -0.018
H 1.943123 3.261333 3.707539 -0.010 -0.007 -0.017
```
Positions in Å, forces in eV/Å.

=====

Entry 2:
# C10H13IrN2O6

A structure of composition C10H13IrN2O6 in a non-equilibrium geometry (wB97M-V/def2-TZVPD, the Open Molecules 2025 dataset).

Results
- F_max (eV/Å) = 6.5
- HOMO level (alpha / beta) (eV) = -13.160 / -17.095
- <S²> = 6.0456
- HOMO-LUMO gap (alpha / beta) (eV) = 7.137 / 6.196
- net charge = +2
- multiplicity = 5
- ΔE to the lowest compared entry with this formula, charge and spin (eV) = 0.8473

Structure (XYZ):
```
32
Properties=species:S:1:pos:R:3:forces:R:3
O -1.049014 2.313902 -1.533584 0.785 -0.188 -0.308
C -0.127739 1.600790 -1.755460 -0.972 1.423 0.598
Ir 0.022733 -0.231065 -3.512301 -0.375 -1.026 -2.170
C 0.061673 -1.489503 -2.039285 0.222 -2.759 2.530
O 0.088993 -2.345727 -1.258853 -0.103 2.307 -2.345
C -0.200979 -1.645609 -4.969163 -0.188 -2.650 -2.531
O -0.279949 -2.433513 -5.804055 0.300 2.606 2.714
C 1.760339 0.420286 -3.934976 6.353 1.182 -0.409
O 2.833191 0.784425 -4.192978 -3.660 -1.059 0.581
C -1.762626 0.463163 -3.833422 -6.393 1.150 -0.302
O -2.851947 0.787766 -4.058821 3.789 -0.933 0.531
H 0.950481 1.795632 -1.529364 0.117 0.460 -0.047
C 2.385124 -0.226157 0.948678 0.727 -0.150 -0.296
N 1.225091 -0.031337 1.788903 -0.319 -0.001 0.418
C 1.459820 0.018463 3.222966 0.302 0.090 0.401
C 0.038876 0.119412 1.124167 0.298 0.473 -2.972
O 0.050166 0.234270 -0.139842 0.223 -0.909 3.028
N -1.170087 0.121342 1.758254 0.125 -0.251 0.661
C -1.415200 0.051263 3.182159 -0.515 0.045 0.608
C -2.325535 0.095105 0.891042 -0.749 0.151 -0.193
H 3.259949 -0.336809 1.590459 -0.158 0.029 -0.225
H 2.533631 0.618796 0.265689 -0.149 -0.087 0.166
H 2.273912 -1.131215 0.337993 -0.140 0.163 0.083
H 1.072863 0.952777 3.655694 0.093 -0.293 -0.121
H 1.005972 -0.841661 3.735679 0.140 0.205 -0.125
H 2.545393 -0.017429 3.367131 -0.461 0.031 0.130
H -1.016325 0.922441 3.715010 0.022 -0.121 -0.178
H -2.496870 0.041365 3.325440 0.274 -0.002 0.065
H -1.010708 -0.859899 3.638646 0.021 0.110 -0.192
H -2.302635 0.937000 0.190898 0.083 -0.141 0.099
H -2.339001 -0.836396 0.306916 0.117 0.165 0.085
H -3.219590 0.148119 1.516394 0.192 -0.022 -0.283
```
Positions in Å, forces in eV/Å.